{"formula": "C88H200F24N10O2P4", "method": "ωB97M-V with the def2-TZVPD basis set", "orbital_gap_ev": 10.34, "homo_ev": -19.801, "total_charge": 6, "max_force_ha_per_bohr": 0.0695, "lumo_energy_ev": -9.46, "species": ["C", "C", "C", "C", "N", "C", "C", "C", "C", "C", "H", "H", "H", "H", "H", "H", "H", "H", "H", "H", "H", "H", "H", "H", "H", "H", "H", "H", "H", "H", "C", "C", "C", "C", "N", "C", "C", "C", "C", "C", "H", "H", "H", "H", "H", "H", "H", "H", "H", "H", "H", "H", "H", "H", "H", "H", "H", "H", "H", "H", "C", "C", "C", "C", "N", "C", "C", "C", "C", "C", "H", "H", "H", "H", "H", "H", "H", "H", "H", "H", "H", "H", "H", "H", "H", "H", "H", "H", "H", "H", "C", "C", "C", "C", "N", "C", "C", "C", "C", "C", "H", "H", "H", "H", "H", "H", "H", "H", "H", "H", "H", "H", "H", "H", "H", "H", "H", "H", "H", "H", "C", "C", "C", "C", "N", "C", "C", "C", "C", "C", "C", "C", "H", "H", "H", "H", "H", "H", "H", "H", "H", "H", "H", "H", "H", "H", "H", "H", "H", "H", "H", "H", "H", "H", "H", "H", "C", "C", "C", "C", "N", "C", "C", "C", "C", "C", "C", "C", "H", "H", "H", "H", "H", "H", "H", "H", "H", "H", "H", "H", "H", "H", "H", "H", "H", "H", "H", "H", "H", "H", "H", "H", "C", "C", "C", "C", "N", "C", "C", "C", "C", "C", "C", "C", "H", "H", "H", "H", "H", "H", "H", "H", "H", "H", "H", "H", "H", "H", "H", "H", "H", "H", "H", "H", "H", "H", "H", "H", "C", "C", "C", "C", "N", "C", "C", "C", "C", "C", "C", "C", "H", "H", "H", "H", "H", "H", "H", "H", "H", "H", "H", "H", "H", "H", "H", "H", "H", "H", "H", "H", "H", "H", "H", "H", "C", "C", "C", "O", "C", "N", "H", "H", "H", "H", "H", "H", "H", "H", "H", "H", "H", "H", "C", "C", "C", "O", "C", "N", "H", "H", "H", "H", "H", "H", "H", "H", "H", "H", "H", "H", "P", "F", "F", "F", "F", "F", "F", "P", "F", "F", "F", "F", "F", "F", "P", "F", "F", "F", "F", "F", "F", "P", "F", "F", "F", "F", "F", "F"], "coordinates": [[-1.44, 0.00, -6.23], [-2.09, 0.66, -5.06], [-2.90, 1.93, -5.45], [-2.26, 3.03, -6.25], [-2.93, 4.44, -5.93], [-2.37, 5.55, -6.71], [-2.47, 6.75, -5.74], [-2.91, 6.27, -4.35], [-2.53, 4.80, -4.47], [-4.42, 4.35, -6.11], [-0.75, -0.76, -5.94], [-0.86, 0.68, -6.84], [-2.13, -0.55, -6.93], [-1.37, 1.03, -4.33], [-2.77, -0.03, -4.55], [-3.29, 2.33, -4.52], [-3.77, 1.61, -6.00], [-2.45, 3.03, -7.30], [-1.24, 3.19, -5.94], [-3.00, 5.67, -7.58], [-1.36, 5.39, -7.12], [-3.13, 7.51, -6.08], [-1.49, 7.22, -5.57], [-4.00, 6.33, -4.16], [-2.46, 6.75, -3.46], [-2.96, 4.09, -3.77], [-1.45, 4.58, -4.49], [-4.90, 5.33, -6.07], [-4.80, 3.78, -5.28], [-4.58, 3.91, -7.07], [-3.78, 4.08, 4.07], [-2.70, 3.04, 3.88], [-1.61, 3.25, 4.92], [-2.08, 3.33, 6.39], [-0.99, 3.09, 7.40], [-0.02, 1.99, 6.94], [0.62, 1.50, 8.20], [-0.45, 1.77, 9.32], [-1.61, 2.42, 8.59], [-0.23, 4.37, 7.82], [-3.86, 4.48, 5.08], [-4.77, 3.76, 3.75], [-3.54, 4.99, 3.50], [-2.17, 3.21, 2.92], [-3.04, 2.00, 3.97], [-0.98, 4.11, 4.64], [-1.01, 2.35, 4.79], [-2.83, 2.58, 6.59], [-2.58, 4.26, 6.60], [0.67, 2.50, 6.25], [-0.60, 1.24, 6.40], [1.53, 2.02, 8.47], [0.88, 0.45, 8.13], [0.03, 2.47, 10.01], [-0.78, 0.91, 9.93], [-2.11, 3.22, 9.12], [-2.24, 1.66, 8.17], [-0.98, 5.00, 8.27], [0.23, 4.94, 7.01], [0.55, 4.03, 8.54], [2.30, -2.72, -4.80], [2.21, -1.74, -5.98], [3.27, -1.97, -7.09], [4.71, -1.61, -6.70], [5.73, -1.39, -7.77], [5.95, -2.66, -8.54], [7.25, -2.39, -9.30], [8.05, -1.51, -8.29], [7.06, -1.03, -7.20], [5.17, -0.34, -8.79], [3.35, -2.95, -4.53], [1.87, -3.69, -5.10], [1.72, -2.40, -3.92], [2.40, -0.74, -5.59], [1.22, -1.77, -6.42], [3.02, -1.33, -7.94], [3.21, -2.95, -7.53], [5.20, -2.40, -6.17], [4.65, -0.69, -6.08], [5.03, -2.87, -9.09], [6.08, -3.54, -7.89], [7.20, -1.93, -10.25], [7.77, -3.31, -9.53], [8.36, -0.61, -8.73], [8.90, -1.99, -7.82], [7.08, 0.03, -7.01], [7.17, -1.53, -6.25], [5.98, -0.11, -9.46], [4.85, 0.57, -8.30], [4.33, -0.74, -9.37], [3.91, -0.84, 0.25], [5.12, -1.16, 1.16], [5.26, -2.62, 1.60], [6.64, -2.93, 2.24], [6.76, -4.32, 2.89], [5.84, -4.40, 4.15], [6.54, -5.47, 5.01], [7.94, -5.66, 4.53], [8.15, -4.53, 3.50], [6.39, -5.41, 1.88], [3.72, 0.23, 0.23], [2.98, -1.34, 0.55], [4.20, -1.23, -0.72], [4.96, -0.56, 2.07], [6.05, -0.78, 0.73], [5.02, -3.26, 0.77], [4.50, -2.72, 2.34], [6.76, -2.21, 3.04], [7.37, -2.91, 1.46], [4.79, -4.64, 3.89], [5.80, -3.42, 4.66], [5.98, -6.36, 4.81], [6.44, -5.27, 6.08], [8.03, -6.63, 4.03], [8.72, -5.73, 5.26], [8.91, -4.85, 2.82], [8.47, -3.56, 3.92], [6.58, -6.40, 2.30], [6.99, -5.36, 1.01], [5.31, -5.32, 1.76], [8.82, 2.83, -0.18], [7.51, 3.49, 0.06], [6.62, 3.77, -1.18], [5.16, 4.20, -0.75], [4.24, 4.66, -1.83], [4.76, 5.84, -2.55], [3.52, 6.48, -3.22], [2.29, 5.95, -2.44], [2.89, 5.06, -1.36], [3.94, 3.53, -2.74], [3.50, 2.25, -2.00], [3.36, 1.15, -3.01], [9.55, 3.51, -0.62], [8.80, 1.87, -0.73], [9.23, 2.49, 0.75], [7.64, 4.46, 0.54], [6.98, 2.94, 0.80], [6.78, 2.89, -1.81], [7.03, 4.61, -1.80], [5.36, 5.15, -0.25], [4.66, 3.55, -0.07], [5.48, 5.40, -3.23], [5.29, 6.46, -1.82], [3.47, 6.25, -4.28], [3.65, 7.54, -3.11], [1.64, 5.39, -3.11], [1.64, 6.69, -2.02], [2.31, 4.20, -1.08], [2.96, 5.58, -0.41], [4.78, 3.26, -3.39], [3.15, 3.90, -3.40], [2.52, 2.42, -1.56], [4.10, 1.88, -1.18], [4.31, 0.80, -3.39], [2.81, 1.54, -3.87], [2.72, 0.34, -2.67], [-6.43, -2.33, -2.07], [-6.63, -2.81, -0.57], [-7.71, -1.96, 0.20], [-7.13, -0.59, 0.55], [-8.01, 0.34, 1.22], [-9.27, 0.70, 0.50], [-9.82, 2.02, 1.05], [-8.57, 2.71, 1.61], [-7.36, 1.75, 1.32], [-8.33, -0.19, 2.65], [-7.20, -0.73, 3.44], [-7.72, -1.11, 4.86], [-5.72, -2.87, -2.71], [-6.17, -1.27, -2.04], [-7.42, -2.33, -2.52], [-5.69, -2.69, -0.01], [-6.87, -3.84, -0.49], [-7.93, -2.40, 1.20], [-8.68, -1.88, -0.31], [-6.76, 0.00, -0.28], [-6.20, -0.74, 1.11], [-9.93, -0.17, 0.55], [-8.85, 0.68, -0.53], [-10.47, 1.78, 1.89], [-10.45, 2.59, 0.40], [-8.61, 2.80, 2.65], [-8.31, 3.62, 1.12], [-6.79, 1.79, 2.22], [-6.86, 1.94, 0.37], [-9.19, -0.86, 2.55], [-8.74, 0.67, 3.20], [-6.37, 0.00, 3.54], [-6.64, -1.51, 2.97], [-8.18, -0.24, 5.27], [-6.96, -1.49, 5.53], [-8.50, -1.89, 4.73], [-1.50, -3.34, -3.55], [-2.85, -3.19, -2.76], [-2.85, -1.97, -1.81], [-1.75, -2.08, -0.80], [-1.82, -1.09, 0.34], [-0.84, -1.40, 1.48], [-1.44, -0.66, 2.71], [-2.98, -0.69, 2.49], [-3.13, -1.23, 1.07], [-1.69, 0.29, -0.16], [-0.56, 0.56, -1.12], [-0.53, 2.11, -1.55], [-0.74, -3.69, -2.83], [-1.07, -2.46, -4.03], [-1.59, -4.09, -4.33], [-2.96, -4.12, -2.14], [-3.69, -3.03, -3.44], [-3.80, -1.98, -1.27], [-2.80, -1.05, -2.39], [-0.79, -2.12, -1.28], [-1.88, -3.08, -0.40], [0.13, -0.97, 1.20], [-0.80, -2.48, 1.56], [-1.03, 0.35, 2.73], [-1.09, -1.12, 3.63], [-3.41, 0.33, 2.54], [-3.50, -1.32, 3.23], [-3.87, -0.60, 0.58], [-3.48, -2.25, 1.03], [-1.65, 0.96, 0.67], [-2.60, 0.46, -0.66], [-0.44, -0.03, -2.03], [0.42, 0.45, -0.66], [-0.75, 2.78, -0.70], [-1.29, 2.38, -2.28], [0.47, 2.36, -1.86], [-5.05, -7.14, -4.04], [-3.56, -7.13, -3.64], [-3.15, -7.39, -2.15], [-1.66, -7.72, -2.01], [-1.16, -7.53, -0.56], [-1.92, -8.47, 0.38], [-2.97, -7.64, 1.04], [-2.37, -6.23, 1.11], [-1.39, -6.12, -0.05], [0.31, -7.92, -0.49], [1.16, -7.05, -1.47], [2.65, -7.23, -1.28], [-5.54, -6.34, -3.46], [-5.62, -8.04, -3.80], [-5.05, -6.84, -5.09], [-3.17, -6.18, -4.03], [-2.95, -7.78, -4.29], [-3.80, -8.11, -1.63], [-3.33, -6.46, -1.68], [-1.06, -7.03, -2.56], [-1.37, -8.75, -2.22], [-1.20, -8.80, 1.11], [-2.24, -9.34, -0.15], [-3.24, -8.03, 2.01], [-3.88, -7.65, 0.46], [-1.73, -6.07, 1.98], [-3.09, -5.42, 1.08], [-0.41, -5.69, 0.17], [-1.79, -5.57, -0.90], [0.52, -8.94, -0.73], [0.60, -7.69, 0.54], [0.95, -5.97, -1.42], [0.85, -7.24, -2.49], [3.01, -8.23, -1.27], [2.94, -6.95, -0.25], [3.12, -6.52, -2.00], [4.89, 1.23, 4.89], [3.60, 0.79, 5.63], [3.03, -0.58, 5.39], [1.93, -0.71, 6.28], [1.24, -2.00, 6.11], [3.77, 0.83, 7.13], [4.17, 1.70, 7.46], [2.91, 0.58, 7.58], [4.28, 0.07, 7.55], [4.62, 1.17, 3.84], [5.72, 0.55, 5.07], [5.13, 2.25, 5.16], [2.71, 1.43, 5.45], [3.73, -1.41, 5.44], [2.67, -0.57, 4.35], [1.84, -2.81, 6.47], [0.93, -2.15, 5.07], [0.35, -1.98, 6.72], [0.85, 8.45, 0.82], [-0.36, 7.64, 1.32], [-0.93, 6.50, 0.36], [-1.80, 5.72, 1.12], [-2.96, 5.41, 0.34], [0.06, 6.86, 2.53], [-0.60, 6.09, 2.71], [0.94, 6.42, 2.36], [0.14, 7.41, 3.37], [1.75, 7.87, 0.58], [1.17, 9.16, 1.57], [0.57, 9.10, -0.01], [-1.16, 8.28, 1.66], [-0.10, 6.03, -0.15], [-1.45, 7.08, -0.42], [-3.68, 5.03, 1.03], [-2.63, 4.68, -0.35], [-3.29, 6.34, -0.11], [1.84, -4.43, 2.05], [1.44, -5.94, 1.77], [0.40, -3.97, 2.57], [2.33, -4.70, 3.56], [2.37, -2.87, 2.24], [3.29, -4.80, 1.44], [1.40, -4.00, 0.55], [-5.08, 2.84, -1.91], [-4.89, 3.00, -0.30], [-4.46, 4.33, -2.18], [-3.57, 2.31, -2.01], [-5.27, 2.70, -3.51], [-5.53, 1.27, -1.77], [-6.55, 3.38, -1.72], [1.90, 3.52, 2.36], [2.59, 2.87, 1.04], [2.00, 5.10, 1.62], [0.40, 3.33, 1.70], [1.12, 4.24, 3.61], [1.82, 2.13, 3.06], [3.34, 3.88, 2.99], [-3.28, -0.89, 7.14], [-3.03, -0.24, 8.60], [-3.00, -2.41, 7.69], [-4.87, -0.96, 7.29], [-3.39, -1.51, 5.63], [-3.61, 0.67, 6.60], [-1.71, -0.79, 6.80]]}